(1)
Entry from OMol25: C4H6ClNO3 as an isolated structure in a non-equilibrium geometry (ωB97M-V/def2-TZVPD).

Structure (ORCA input):
```
! RIJCOSX wB97M-V def2-TZVPD def2/J DEFGRID3
* xyz 0 1
Cl 1.402 -1.403 1.082
O -0.066 -0.316 -2.014
O 2.470 0.478 -0.941
O 1.566 2.203 0.089
N -0.085 0.782 1.538
C 1.533 1.019 -0.185
C -0.601 -0.362 -0.962
C -1.916 -0.932 -0.585
C 0.480 0.136 0.522
H -1.937 -1.601 0.290
H -2.361 -1.520 -1.536
H -2.563 -0.066 -0.385
H -0.819 0.399 1.961
H 2.540 -0.445 -0.753
H 0.356 1.628 1.879
*
```

Computed properties:
- E_LUMO: 0.0172 Eh
- HOMO-LUMO gap: 9.65 eV
- Electronic energy: -896.654783 Ha

---

(2)
Entry from OMol25: a 2-piece molecular cluster, C3H11N3O overall (ωB97M-V/def2-TZVPD).

Structure (ORCA input):
```
! RIJCOSX wB97M-V def2-TZVPD def2/J DEFGRID3
* xyz 0 1
O 0.493 -0.093 -1.251
N -0.349 -0.765 1.881
N -1.156 -1.801 -1.059
N 0.171 1.469 1.421
C 0.884 2.265 0.423
C 0.039 -1.223 -1.835
C -0.345 0.298 1.088
H 0.255 2.574 -0.408
H 0.590 1.545 2.340
H 1.221 3.185 0.913
H -0.453 0.108 -0.025
H 0.331 -0.865 2.624
H 1.730 1.715 0.011
H -1.898 -1.123 -1.219
H -0.309 -1.000 -2.861
H -0.559 -1.622 1.380
H 0.784 -2.047 -1.818
H -1.430 -2.619 -1.603
*
```

Computed properties:
- E_LUMO: 0.0220 Eh
- HOMO-LUMO gap: 7.86 eV
- Electronic energy: -360.327290 Ha

---

(3)
Entry from OMol25: one molecule with the formula C3H5NO3 (ωB97M-V/def2-TZVPD).

Structure (ORCA input):
```
! RIJCOSX wB97M-V def2-TZVPD def2/J DEFGRID3
* xyz 0 1
O -0.227 -1.508 -0.286
O -1.953 1.041 0.481
O 1.429 -0.288 -1.243
N 0.223 1.675 0.287
C -0.769 0.768 0.515
C -0.326 -0.661 0.876
C 0.627 -1.188 -1.256
H 0.599 -0.692 1.461
H 1.128 1.321 0.010
H 0.492 -1.876 -2.102
H -1.142 -1.105 1.446
H -0.082 2.513 -0.189
*
```

Computed properties:
- E_LUMO: 0.0292 Eh
- HOMO-LUMO gap: 10.86 eV
- Electronic energy: -397.807737 Ha

---

(4)
Entry from OMol25: a 2-piece molecular cluster, C32H61N2O4SSi overall in a non-equilibrium geometry (ωB97M-V/def2-TZVPD).

Structure (ORCA input):
```
! RIJCOSX wB97M-V def2-TZVPD def2/J DEFGRID3
* xyz 1 1
S 2.567 4.765 -3.631
Si -5.322 -0.760 -2.300
O 4.166 1.286 -0.923
O -0.194 -3.001 1.225
O 1.671 0.743 5.016
O -0.747 -0.988 0.094
N 3.393 -2.337 0.240
N 1.403 2.484 6.341
C -0.189 -1.592 1.035
C -6.041 0.236 -3.769
C -7.041 1.163 2.010
C 0.558 -0.729 2.152
C 3.117 4.521 -1.842
C 3.378 -1.255 -2.766
C 4.700 -0.827 -1.984
C 4.440 -0.072 -0.553
C 2.622 2.833 0.212
C 1.056 1.126 5.974
C -6.684 1.440 -0.649
C -6.316 -0.202 1.967
C -0.207 -0.977 -3.177
C -1.443 -1.235 -4.184
C -2.766 -0.390 -3.749
C 2.000 -1.284 2.578
C 4.139 2.240 0.142
C -5.970 0.054 -0.687
C 1.981 2.650 7.704
C 1.139 -0.620 -4.010
C 2.123 3.443 -1.189
C 2.323 -0.086 -3.056
C -6.118 -2.535 -2.343
C 0.067 -3.714 -0.019
C 3.178 -0.447 1.822
C 3.284 -0.852 0.241
C 5.817 -0.313 0.261
C -1.378 -4.040 -0.703
C -7.210 1.983 0.710
C 0.055 0.332 6.749
C -5.773 -0.779 0.636
C -3.424 -0.985 -2.380
H 2.787 3.381 7.633
H 0.873 0.200 -4.768
H 6.652 -0.525 -0.498
H 0.600 0.385 1.851
H -3.236 -2.126 -2.450
H -5.775 -3.154 -3.235
H 1.199 3.016 8.368
H -6.448 -0.487 -4.569
H 1.878 2.040 0.570
H 5.306 -1.785 -1.759
H 4.322 -2.682 -0.016
H 1.944 2.631 -1.967
H -6.904 0.919 -3.427
H 1.542 -1.556 -4.551
H 2.064 2.751 5.602
H -6.201 -0.826 2.923
H 0.554 3.053 6.255
H -2.455 0.703 -3.654
H 1.121 3.995 -1.014
H 0.584 -2.997 -0.756
H -5.805 -3.016 -1.339
H -0.429 -0.123 -2.440
H 0.577 -0.404 7.364
H 2.796 -2.129 -2.306
H 6.138 0.555 0.923
H -7.455 1.558 2.999
H 4.145 -0.759 2.373
H 1.412 5.537 -3.647
H -3.490 -0.512 -4.642
H -0.616 -0.173 6.053
H -6.848 2.053 -1.589
H -0.022 -1.979 -2.630
H 2.132 -2.410 2.493
H 4.199 4.172 -1.912
H 2.129 -1.027 3.707
H -1.613 -3.132 -1.353
H 4.458 1.882 1.171
H 4.796 3.133 -0.143
H 5.398 -0.185 -2.643
H -7.755 2.991 0.703
H -5.261 0.914 -4.275
H 2.376 1.697 8.057
H -1.141 -0.944 -5.262
H 2.632 -2.803 -0.258
H -0.121 -0.749 3.089
H -2.173 -4.123 0.114
H -2.856 -0.572 -1.464
H -1.707 -2.359 -4.233
H 3.077 5.553 -1.353
H 2.862 0.779 -3.570
H -5.259 -1.801 0.587
H -0.537 0.985 7.393
H 0.677 -4.665 0.134
H 1.842 0.334 -2.102
H 2.626 3.686 0.975
H -7.255 -2.401 -2.278
H 5.734 -1.232 0.957
H 2.241 -0.597 -0.189
H -1.302 -4.961 -1.374
H 2.913 0.650 1.984
H 3.721 -1.639 -3.803
*
```

Computed properties:
- E_LUMO: -0.1506 Eh
- HOMO-LUMO gap: 5.86 eV
- Electronic energy: -2353.489825 Ha

---

(5)
Entry from OMol25: C22H14Br2F4Zn as an isolated structure in a non-equilibrium geometry (ωB97M-V/def2-TZVPD).

Structure (ORCA input):
```
! RIJCOSX wB97M-V def2-TZVPD def2/J DEFGRID3
* xyz -2 1
Br -1.229 -3.989 3.592
Br -4.288 -3.187 6.188
Zn -2.097 -3.676 5.711
F -3.161 2.580 1.292
F 2.537 2.573 1.342
F -5.121 -1.768 1.470
F 4.485 -1.781 1.497
C -0.370 -0.613 4.698
C 2.624 -2.533 6.963
C 2.114 -1.566 1.435
C -3.012 1.207 1.334
C 3.549 0.419 1.376
C -1.521 -1.047 5.367
C -1.101 -1.859 6.500
C 1.155 0.655 1.374
C -3.999 -0.970 1.426
C 3.073 -1.704 5.914
C 0.349 -2.019 6.408
C 3.365 -0.978 1.429
C -1.783 0.657 1.366
C -1.574 -0.727 1.430
C 1.252 -2.696 7.214
C 0.797 -1.185 5.327
C 2.160 -1.031 5.095
C 2.385 1.202 1.360
C -0.315 -1.357 1.498
C -4.178 0.428 1.350
C 0.943 -0.728 1.423
C -2.749 -1.555 1.454
H -2.647 -2.650 1.531
H 4.543 0.856 1.364
H -5.170 0.866 1.318
H 3.354 -3.049 7.594
H 2.007 -2.664 1.468
H 4.146 -1.579 5.743
H -2.537 -0.798 5.090
H -1.546 -1.710 7.479
H 2.482 -0.381 4.283
H 0.315 1.313 1.353
H -0.342 0.065 3.866
H -0.943 1.314 1.345
H 0.888 -3.338 8.025
H -0.315 -2.439 1.630
*
```

Computed properties:
- E_LUMO: 0.1572 Eh
- HOMO-LUMO gap: 4.58 eV
- Electronic energy: -8173.671284 Ha

---

(6)
Entry from OMol25: one molecule with the formula C3H5NO in a non-equilibrium geometry (ωB97M-V/def2-TZVPD).

Structure (ORCA input):
```
! RIJCOSX wB97M-V def2-TZVPD def2/J DEFGRID3
* xyz 0 1
O 0.859 -1.443 -0.120
N -2.670 -0.642 0.381
C -1.771 0.024 0.063
C 0.939 -0.100 0.298
C -0.591 0.721 -0.240
H -0.679 1.547 0.354
H 1.644 -1.746 -0.602
H -0.482 0.982 -1.372
H 1.750 0.534 -0.169
H 1.000 0.123 1.407
*
```

Computed properties:
- E_LUMO: 0.0204 Eh
- HOMO-LUMO gap: 10.92 eV
- Electronic energy: -247.241383 Ha

---

(7)
Entry from OMol25: C8H12InO6 as an isolated structure in a non-equilibrium geometry (ωB97M-V/def2-TZVPD).

Structure (ORCA input):
```
! RIJCOSX wB97M-V def2-TZVPD def2/J DEFGRID3
* xyz 3 1
In 2.958 3.514 -1.926
O 1.836 1.785 0.208
O 0.115 -0.405 -3.259
O 1.680 -0.040 1.546
O 0.622 1.719 2.152
O 0.728 1.593 -2.272
O -1.252 0.534 -1.761
C 0.659 0.983 3.297
C -1.881 -0.648 -2.201
C -0.886 -1.332 -3.026
C 2.193 -1.058 3.685
C 1.132 -0.407 2.819
C -0.079 0.625 -2.449
C 1.404 1.193 1.223
C -3.207 -0.303 -2.977
H -1.344 -1.532 -3.994
H 2.939 -0.280 3.848
H -3.141 0.384 -3.820
H 0.257 -1.037 2.657
H -3.773 -1.181 -3.289
H -0.241 1.048 3.907
H 1.388 1.378 4.005
H 2.604 -1.902 3.132
H 1.810 -1.389 4.651
H -2.114 -1.155 -1.264
H -0.582 -2.307 -2.643
H -3.825 0.220 -2.247
*
```

Computed properties:
- E_LUMO: -0.6700 Eh
- HOMO-LUMO gap: 2.59 eV
- Electronic energy: -952.215129 Ha

---

(8)
Entry from OMol25: C30H35As2Cl3FeN5Si as an isolated structure (ωB97M-V/def2-TZVPD).

Structure (ORCA input):
```
! RIJCOSX wB97M-V def2-TZVPD def2/J DEFGRID3
* xyz 2 6
As 2.495 0.778 1.030
As 0.043 -1.260 2.566
Fe -0.144 0.423 0.271
Cl -1.780 -2.983 -2.139
Cl -2.495 0.142 -1.127
Cl -3.300 -2.413 0.780
Si -1.861 -1.779 -0.506
N -0.172 3.857 -2.340
N 0.509 1.682 -2.757
N 1.420 -0.203 -3.659
N -0.090 2.305 -0.590
N 0.797 -0.240 -1.424
C 3.431 1.774 2.392
C -0.269 -2.753 6.485
C 3.645 2.267 -1.130
C 3.591 1.004 -0.546
C -0.429 4.153 -3.751
C 0.207 1.261 4.114
C 0.049 2.623 -1.840
C -1.818 -2.768 4.182
C 5.286 2.079 3.891
C 0.910 0.380 -2.563
C 2.806 -1.079 1.564
C 4.978 0.142 -2.319
C 0.212 -2.155 5.330
C 1.996 -1.371 2.821
C 5.028 1.403 -2.899
C 4.768 3.308 4.280
C 4.624 1.314 2.943
C -1.521 -3.354 6.493
C -0.610 4.899 -1.417
C 2.919 3.008 2.778
C 3.589 3.776 3.720
C -1.386 1.245 2.323
C -0.190 2.545 4.442
C -2.293 -3.363 5.342
C -1.173 3.198 3.702
C -0.569 -2.158 4.178
C 4.260 -0.059 -1.147
C -1.774 2.548 2.639
C 4.364 2.466 -2.300
C -0.392 0.589 3.051
H -1.492 4.062 -3.981
H 0.975 0.779 4.706
H 2.290 -0.706 3.636
H -0.108 5.171 -3.953
H 1.780 -1.140 -3.613
H 5.601 1.561 -3.803
H 0.338 -2.751 7.380
H -0.451 3.069 -0.034
H -0.544 5.857 -1.924
H 5.050 0.368 2.630
H 0.743 2.057 -3.658
H 1.151 -1.188 -1.485
H 0.047 4.944 -0.548
H -2.423 -2.783 3.286
H 3.144 3.107 -0.659
H -1.889 -3.820 7.397
H 2.163 -2.394 3.165
H 1.540 0.286 -4.529
H -2.006 0.717 1.588
H 0.268 3.046 5.286
H 3.864 -1.282 1.734
H 1.195 -1.703 5.348
H 4.250 -1.045 -0.698
H 5.516 -0.683 -2.769
H 2.480 -1.722 0.742
H -1.645 4.750 -1.094
H 3.193 4.740 4.015
H -3.265 -3.838 5.342
H 0.123 3.516 -4.437
H -2.573 3.021 2.081
H -1.483 4.197 3.977
H 4.422 3.456 -2.735
H 5.291 3.903 5.017
H 6.212 1.721 4.320
H 1.994 3.371 2.343
*
```

Computed properties:
- E_LUMO (alpha / beta): -0.1783 / -0.2609 Eh
- ⟨S²⟩: 8.766
- HOMO-LUMO gap (alpha / beta): 8.35 / 6.72 eV
- Electronic energy: -8842.935005 Ha

---

(9)
Entry from OMol25: C29H30Br3MnN8 as an isolated structure in a non-equilibrium geometry (ωB97M-V/def2-TZVPD).

Structure (ORCA input):
```
! RIJCOSX wB97M-V def2-TZVPD def2/J DEFGRID3
* xyz 1 6
Br -2.506 2.347 -2.298
Br -2.410 -0.827 -2.976
Br 2.689 -6.507 -1.792
Mn 0.374 -0.384 0.005
N 2.471 0.345 0.610
N 4.786 1.831 0.390
N 0.082 1.472 0.986
N -0.944 7.871 3.811
N 1.027 0.859 -2.030
N 0.536 0.876 -3.369
N -1.777 -0.386 0.664
N -4.457 0.029 1.124
C 1.770 -4.478 -0.031
C 0.965 3.498 1.814
C 0.793 1.206 -5.713
C -0.315 3.945 2.138
C 2.465 1.651 0.860
C 1.546 1.225 -4.389
C 3.622 2.396 0.731
C 0.959 -2.754 -2.030
C -3.997 -1.156 0.758
C 0.478 6.257 2.741
C -3.449 0.793 -2.940
C -1.909 6.951 3.794
C 2.700 0.219 -4.429
C 2.070 2.626 -4.105
C 1.220 -3.230 0.263
C 0.227 7.508 3.287
C -1.144 1.840 1.335
C 0.796 -2.304 -0.713
C 1.505 -3.990 -2.368
C -2.642 -1.368 0.505
C 3.615 -0.232 0.292
C -2.211 0.794 1.089
C 1.916 -4.840 -1.356
C -1.379 3.078 1.905
C 4.784 0.525 0.193
C -0.533 5.307 2.728
C -3.559 1.007 1.293
C 1.124 2.254 1.235
C -1.754 5.675 3.272
H -4.713 -1.961 0.647
H -2.251 -2.313 0.148
H 0.173 -0.053 -3.548
H 3.359 0.423 -5.275
H 3.587 -1.298 0.096
H 2.323 -0.802 -4.535
H -3.942 1.978 1.580
H 2.656 2.984 -4.952
H 1.010 8.257 3.300
H 1.456 6.066 2.320
H -2.594 4.996 3.320
H -3.768 1.003 -3.951
H -0.048 1.901 -5.682
H -2.859 7.246 4.222
H -2.387 3.361 2.169
H 1.835 4.096 2.045
H -4.288 0.627 -2.279
H 5.725 0.054 -0.067
H 1.125 -2.990 1.320
H 1.030 1.827 -1.714
H 2.725 2.652 -3.228
H 3.324 0.262 -3.530
H 1.999 0.542 -2.006
H 1.453 1.489 -6.533
H 0.403 0.207 -5.928
H 2.080 -5.156 0.755
H 3.620 3.469 0.882
H 1.614 -4.289 -3.403
H 0.640 -2.120 -2.858
H 1.239 3.319 -3.948
*
```

Computed properties:
- E_LUMO (alpha / beta): -0.1485 / -0.1542 Eh
- ⟨S²⟩: 8.758
- HOMO-LUMO gap (alpha / beta): 6.39 / 6.51 eV
- Electronic energy: -10433.986886 Ha

---

(10)
Entry from OMol25: C9H13ClN3 as an isolated structure (ωB97M-V/def2-TZVPD).

Structure (ORCA input):
```
! RIJCOSX wB97M-V def2-TZVPD def2/J DEFGRID3
* xyz 1 1
Cl 1.336 2.551 0.406
N -0.427 0.713 -0.218
N 2.125 -0.002 -0.359
N 4.286 -1.592 0.140
C 1.978 -1.116 0.339
C -1.214 -0.127 -1.120
C 4.415 -0.480 -0.558
C 3.090 -1.921 0.585
C 3.318 0.340 -0.820
C -1.910 -0.500 1.144
C -0.968 0.700 1.138
C -2.436 -0.519 -0.291
C 0.706 1.269 -0.577
H -1.522 1.630 1.307
H 3.015 -2.840 1.148
H -0.169 0.635 1.879
H -3.225 0.225 -0.407
H 0.989 -1.360 0.696
H -0.632 -1.005 -1.416
H 0.876 1.395 -1.643
H -2.833 -1.489 -0.582
H -1.368 -1.421 1.368
H 3.401 1.258 -1.383
H -2.706 -0.389 1.875
H 5.406 -0.232 -0.913
H -1.482 0.429 -2.020
*
```

Computed properties:
- E_LUMO: -0.1433 Eh
- HOMO-LUMO gap: 9.68 eV
- Electronic energy: -974.940936 Ha

---

(11)
Entry from OMol25: one molecule with the formula C5H6O in a non-equilibrium geometry (ωB97M-V/def2-TZVPD).

Structure (ORCA input):
```
! RIJCOSX wB97M-V def2-TZVPD def2/J DEFGRID3
* xyz 0 1
O -1.506 -1.642 1.629
C 1.031 0.551 0.173
C -0.385 0.823 0.639
C 0.621 -0.473 -0.811
C -0.905 -0.246 -0.458
C -1.101 -0.720 0.913
H 0.878 -1.435 -0.464
H 0.711 -0.112 -1.918
H -1.718 -0.047 -1.251
H 1.440 1.442 -0.300
H 1.756 0.216 0.833
H -0.823 1.642 1.013
*
```

Computed properties:
- E_LUMO: 0.0253 Eh
- HOMO-LUMO gap: 9.30 eV
- Electronic energy: -269.213294 Ha

---

(12)
Entry from OMol25: a 2-piece molecular cluster, C5H7O3 overall in a non-equilibrium geometry (ωB97M-V/def2-TZVPD).

Structure (ORCA input):
```
! RIJCOSX wB97M-V def2-TZVPD def2/J DEFGRID3
* xyz -1 1
O -0.427 3.674 -0.511
O -1.813 0.621 -1.159
O -1.079 3.801 1.727
C -0.678 3.563 0.639
C 0.635 0.179 -1.126
C -0.332 0.823 0.824
C 0.001 -0.001 1.828
C -0.705 0.108 -0.456
H -0.081 -1.108 1.646
H -1.036 -1.007 -0.268
H 1.233 -0.372 -0.445
H 0.396 0.538 2.783
H 0.716 -0.152 -2.257
H -2.009 1.525 -0.961
H 0.926 1.202 -1.245
*
```

Computed properties:
- E_LUMO: 0.1390 Eh
- HOMO-LUMO gap: 6.61 eV
- Electronic energy: -420.389996 Ha

---

(13)
Entry from OMol25: C11H27LiN2PS as an isolated structure (ωB97M-V/def2-TZVPD).

Structure (ORCA input):
```
! RIJCOSX wB97M-V def2-TZVPD def2/J DEFGRID3
* xyz 1 1
S 0.130 -0.090 -3.392
P -0.184 -0.107 1.206
N 0.540 -0.291 -5.973
N -1.650 -0.007 -5.368
C 1.092 2.261 0.637
C -2.732 -0.028 2.228
C -0.368 -0.137 -5.016
C -1.425 -0.813 2.374
C -0.039 1.712 1.511
C -1.031 -0.970 3.843
C 0.087 2.209 2.951
C 1.461 -0.892 1.526
C 1.291 -2.413 1.464
C 0.247 -0.314 -7.395
C 2.252 -0.471 2.764
Li -0.543 -0.317 -1.204
H -0.199 0.628 -7.719
H -3.534 -0.543 2.757
H 0.744 -2.737 0.574
H 0.946 1.783 3.466
H 2.069 1.939 0.999
H 2.049 -0.594 0.648
H -0.415 -1.145 -7.646
H 0.210 3.294 2.947
H 2.268 -2.895 1.444
H -0.731 -0.028 4.297
H 1.008 1.953 -0.411
H 0.757 -2.790 2.337
H -3.037 0.077 1.184
H 2.546 0.577 2.724
H 1.079 3.351 0.654
H 1.492 -0.384 -5.659
H -0.220 -1.683 3.974
H 1.179 -0.450 -7.934
H -0.982 2.102 1.110
H -2.647 0.972 2.656
H -1.600 -1.817 1.970
H 1.700 -0.632 3.687
H -2.338 0.128 -4.649
H -0.803 1.989 3.538
H -1.951 -0.021 -6.327
H 3.168 -1.062 2.821
H -1.888 -1.348 4.402
*
```

Computed properties:
- E_LUMO: -0.0935 Eh
- HOMO-LUMO gap: 9.48 eV
- Electronic energy: -1291.775875 Ha